Record 1
DFT (ωB97M-V/def2-TZVPD) results for a molecular structure, C32H29N7PPdS.

Positions of all 71 atoms, in Å:
Pd -0.0306 0.2177 -0.2898
S -2.9995 -4.1450 5.2626
N -2.0465 -2.8500 5.3693
C -1.7641 -2.4813 4.1309
C -0.9316 -1.3575 3.7509
C -0.3534 -0.4870 4.6758
C 0.4026 0.5665 4.2158
C 0.5791 0.7130 2.8413
N 0.0585 -0.1234 1.9612
C -0.7123 -1.1328 2.3889
C -1.3625 -1.9708 1.3683
N -1.1740 -1.6491 0.0754
C -1.8068 -2.3412 -0.8605
C -2.6341 -3.4223 -0.5764
C -2.8228 -3.7788 0.7396
C -2.1873 -3.0391 1.7359
C -2.3679 -3.3044 3.1499
N -3.0972 -4.2827 3.6601
H -0.5221 -0.6492 5.7320
H 0.8517 1.2757 4.8958
H 1.1524 1.5388 2.4372
H -1.6671 -2.0084 -1.8820
H -3.1209 -3.9546 -1.3807
H -3.4616 -4.6054 1.0206
N 0.5461 -0.4134 -2.4711
C 1.9948 -0.2845 -2.6786
C 2.7322 -1.1336 -1.6534
N 2.3289 -0.7576 -0.2917
H 0.2975 -1.3952 -2.5426
H 0.0259 0.0780 -3.1930
H 2.2619 0.7680 -2.5614
H 2.2932 -0.5942 -3.6843
H 3.8083 -1.0353 -1.8162
H 2.4802 -2.1858 -1.8058
H 2.9119 -0.0061 0.0583
H 2.4328 -1.5262 0.3580
N -1.3958 1.7158 0.2875
P -1.3398 2.7118 -0.9234
C -2.4760 4.1085 -0.7819
C -2.5911 4.7119 0.4703
C -3.4415 5.7902 0.6455
C -4.1834 6.2713 -0.4261
C -4.0773 5.6713 -1.6714
C -3.2252 4.5898 -1.8508
C -1.7006 1.9455 -2.5447
C -2.6313 0.9066 -2.5487
C -2.9263 0.2346 -3.7258
C -2.2941 0.5954 -4.9109
C -1.3736 1.6347 -4.9160
C -1.0778 2.3090 -3.7362
C 0.2962 3.5059 -1.1992
C 1.4267 2.7955 -0.8109
C 2.7024 3.3009 -0.9989
C 2.8558 4.5581 -1.5701
C 1.7379 5.2921 -1.9402
C 0.4639 4.7713 -1.7550
H -2.0222 4.3185 1.3040
H -3.5309 6.2555 1.6183
H -4.8494 7.1127 -0.2875
H -4.6609 6.0416 -2.5039
H -3.1516 4.1213 -2.8247
H -3.1068 0.6298 -1.6141
H -3.6585 -0.5637 -3.7251
H -2.5273 0.0750 -5.8307
H -0.8869 1.9236 -5.8387
H -0.3505 3.1112 -3.7471
H 1.2798 1.8270 -0.3099
H 3.5754 2.7395 -0.6883
H 3.8459 4.9715 -1.7098
H 1.8593 6.2776 -2.3701
H -0.4032 5.3547 -2.0419

Values from the calculation:
Net charge: +1
<S²>: 2.01
Frontier orbital gap (alpha / beta): 7.05 / 6.80 eV
LUMO energy (alpha / beta): -3.05 / -3.18 eV
Spin multiplicity: 3

Record 2
DFT (ωB97M-V/def2-TZVPD) results for a molecular structure, C32H29N9O2S2Sn.

Positions of all 75 atoms, in Å:
Sn 0.2636 0.3463 -0.1557
N -1.4680 2.7304 7.5790
C -0.6635 2.4673 6.4763
C 0.0722 3.4953 5.8755
C 0.8795 3.2388 4.7838
C 0.9735 1.9409 4.2848
C 0.2910 0.8997 4.9101
C -0.5285 1.1614 5.9922
S 1.8808 1.5833 2.8167
O 2.2188 0.1933 2.8933
O 2.9129 2.5631 2.6732
N 0.8487 1.6776 1.5114
C 0.2822 2.8574 1.0707
N -0.3539 2.6796 -0.1106
C -0.9438 3.7270 -0.6725
C -0.9381 4.9706 -0.0751
C -0.2836 5.0547 1.1438
N 0.3276 4.0234 1.7259
H -1.7738 3.6789 7.6987
H -2.1646 2.0419 7.8026
H 0.0056 4.5015 6.2802
H 1.4478 4.0263 4.3071
H 0.4371 -0.1138 4.5496
H -1.0690 0.3530 6.4775
H -1.4312 3.5517 -1.6260
H -1.4126 5.8267 -0.5307
H -0.2470 5.9916 1.6940
C -0.3620 -0.0114 -6.0822
C 0.3390 0.7240 -5.1416
C -0.0855 0.7425 -3.8209
C -1.1999 0.0072 -3.4427
C -1.9311 -0.7071 -4.3925
C -1.5122 -0.7087 -5.7108
N -1.5155 0.0482 -2.0433
N -2.4532 -0.6232 -1.6539
C -2.6547 -0.5046 -0.2390
C -3.9093 -0.8625 0.2396
C -4.2010 -0.7171 1.5891
C -3.2405 -0.2101 2.4566
C -1.9705 0.1121 1.9798
C -1.6685 -0.0587 0.6379
H -0.0136 -0.0493 -7.1083
H 1.2249 1.2776 -5.4300
H 0.4456 1.3086 -3.0589
H -2.8105 -1.2542 -4.0808
H -2.0784 -1.2554 -6.4553
H -4.6492 -1.2242 -0.4666
H -5.1839 -0.9840 1.9611
H -3.4729 -0.0671 3.5074
H -1.2237 0.5061 2.6568
N 1.6329 0.6580 -1.4897
C 1.8799 -0.2889 -2.4533
C 1.1581 -1.4939 -2.6783
C 1.4567 -2.3525 -3.7324
C 2.4859 -2.0659 -4.6174
C 3.2211 -0.8926 -4.4159
C 2.9387 -0.0294 -3.3702
H 0.3316 -1.7278 -2.0075
H 0.8587 -3.2504 -3.8715
H 2.7176 -2.7328 -5.4402
H 4.0313 -0.6461 -5.0956
H 3.5169 0.8778 -3.2238
C 3.0834 -4.0477 -0.9679
N 1.7643 -4.3529 -0.4055
C 1.0766 -5.5562 -0.5178
C -0.0922 -5.4131 0.1301
N -0.0990 -4.1186 0.6271
C 1.0421 -3.4694 0.3089
S 1.5520 -1.9430 0.8146
H 3.5707 -4.9797 -1.2390
H 3.6761 -3.5193 -0.2253
H 2.9875 -3.4062 -1.8419
H 1.4819 -6.4038 -1.0473
H -0.9046 -6.1056 0.2779
H -0.8049 -3.6965 1.2044

Values from the calculation:
Relative energy (zero: lowest compared OMol25 entry of this formula, charge and spin): 247.26 kJ/mol
Frontier orbital gap: 5.80 eV
LUMO energy: -0.55 eV

Record 3
DFT (ωB97M-V/def2-TZVPD) results for a molecular structure, C32H30AgAsO2STe.

Positions of all 68 atoms, in Å:
Ag -1.7749 -1.2355 0.1911
C 0.4343 4.5023 -2.2248
C -0.7341 3.6997 -1.7402
C -1.3543 4.0059 -0.5397
C -2.3841 3.2371 -0.0295
C -2.9305 3.6034 1.3180
C -2.8114 2.1013 -0.7417
C -3.7482 1.1790 -0.1136
O -3.8202 -0.0208 -0.3439
C -2.2002 1.7844 -1.9720
C -2.5945 0.5832 -2.7774
C -1.1865 2.5970 -2.4530
H 0.4458 5.4974 -1.7856
H 0.4207 4.5905 -3.3087
H 1.3619 4.0035 -1.9365
H -1.0024 4.8482 0.0384
H -2.6021 4.6024 1.5953
H -2.5701 2.9038 2.0733
H -4.0167 3.5960 1.3250
H -4.3962 1.6090 0.6685
H -3.6657 0.3953 -2.7458
H -2.1018 -0.3129 -2.3748
H -2.2846 0.7082 -3.8137
H -0.7012 2.3343 -3.3857
O -0.6276 0.8070 0.4956
As 0.7960 0.0384 0.5506
C 0.7849 -1.1070 2.1101
C -0.2664 -0.8765 2.9927
C -0.4138 -1.6436 4.1340
C 0.4996 -2.6525 4.3924
C 1.5597 -2.8732 3.5255
C 1.7142 -2.1003 2.3830
C 2.2313 1.3222 0.6401
C 1.8832 2.5837 1.0991
C 2.8330 3.5823 1.2028
C 4.1393 3.3181 0.8281
C 4.4919 2.0589 0.3686
C 3.5433 1.0541 0.2760
C 0.9762 -0.8920 -1.1284
C 0.6355 -2.2283 -1.2921
C 0.5627 -2.7713 -2.5670
C 0.8393 -1.9837 -3.6732
C 1.1825 -0.6498 -3.5087
C 1.2323 -0.0990 -2.2386
H -0.9670 -0.0745 2.7707
H -1.2456 -1.4598 4.7969
H 0.3828 -3.2780 5.2648
H 2.2634 -3.6670 3.7328
H 2.5391 -2.2764 1.7001
H 0.8493 2.7683 1.3696
H 2.5552 4.5571 1.5737
H 4.8871 4.0940 0.8932
H 5.5140 1.8541 0.0808
H 3.8260 0.0714 -0.0889
H 0.4675 -2.8649 -0.4283
H 0.2729 -3.8038 -2.6883
H 0.7721 -2.4055 -4.6663
H 1.3981 -0.0346 -4.3713
H 1.4516 0.9565 -2.0902
Te -3.2679 -3.3010 0.9723
C -1.7991 -4.8063 0.8140
C -0.4687 -4.7780 1.0963
C 0.2041 -5.9838 0.7918
C -0.6340 -6.9321 0.3045
S -2.2555 -6.3560 0.2037
H 0.0175 -3.9202 1.5347
H 1.2650 -6.1272 0.9238
H -0.4077 -7.9328 -0.0042

Values from the calculation:
Frontier orbital gap: 6.45 eV
LUMO energy: 0.16 eV

no.,energy (eV)
1,-67684.206
2,-78660.679
3,-120731.135